Entry 1:
{"formula": "C6H18IN10O11S2", "method": "ωB97M-V/def2-TZVPD", "largest_force_ha_per_bohr": 0.040, "charge": -1, "orbital_gap_ev": 7.88, "energy_ha": -2708.8256, "symbols": ["I", "S", "S", "O", "O", "O", "O", "O", "O", "O", "O", "O", "O", "O", "N", "N", "N", "N", "N", "N", "N", "N", "N", "N", "C", "C", "C", "C", "C", "C", "H", "H", "H", "H", "H", "H", "H", "H", "H", "H", "H", "H", "H", "H", "H", "H", "H", "H"], "positions_angstrom": [[0.43578, 3.09130, -1.13405], [-0.72244, -1.82213, 2.10205], [-1.19808, 0.08337, 0.24820], [-1.45022, -1.18626, 3.15153], [-1.15579, -3.41980, 2.24857], [-3.09313, 3.46514, -1.99927], [4.40233, -5.34095, 0.38764], [-2.09184, -4.30358, 0.50121], [0.27759, 3.27354, 1.75274], [-2.51830, 0.63914, 0.47129], [-0.81294, 0.17832, -1.12098], [2.07408, -1.19511, -0.68519], [0.16993, 6.71988, -1.69484], [0.70103, -1.81635, 2.26544], [-4.45293, 2.05462, -0.87699], [-1.74118, 6.17389, -0.61502], [4.85951, -7.48285, 0.98237], [-1.19178, -1.49522, 0.63941], [2.74969, -6.87452, 0.25227], [3.55472, -2.54393, -1.76612], [-1.05424, -4.15326, 0.98652], [3.25023, -2.70725, 0.51785], [-0.89283, 8.32775, -0.48710], [-5.33388, 3.86022, -2.03751], [-0.05347, 0.99316, 1.28666], [0.18856, 2.44187, 0.88579], [-4.21689, 3.14138, -1.65808], [-0.75837, 7.04686, -0.98111], [4.02840, -6.49237, 0.53050], [2.90306, -2.08155, -0.64191], [-0.43075, 1.00591, 2.29487], [2.78100, -2.40100, 1.35295], [-3.64916, 1.51289, -0.56605], [2.41265, -7.81048, 0.36250], [-5.36831, 1.77465, -0.58496], [5.80352, -7.22563, 1.19597], [-0.18612, 8.98999, -0.73852], [2.12005, -6.16257, -0.07345], [3.92808, -3.45308, 0.56317], [3.32095, -2.11246, -2.63860], [0.89463, 0.47010, 1.22679], [-2.51218, 6.42257, -0.02773], [-6.26639, 3.61540, -1.76987], [-5.18484, 4.66566, -2.61283], [-1.64759, 8.61774, 0.10239], [-1.67770, 5.22844, -0.96334], [4.57176, -8.43311, 1.10884], [4.23384, -3.28032, -1.74397]], "nbo_charge": [0.12, 2.46, 2.33, -0.96, -0.65, -0.68, -0.69, -0.21, -0.53, -1.01, -0.94, -0.66, -0.66, -0.98, -0.85, -0.85, -0.85, -1.21, -0.84, -0.87, 0.40, -0.87, -0.87, -0.87, -0.83, 0.47, 0.77, 0.77, 0.79, 0.77, 0.28, 0.42, 0.46, 0.38, 0.37, 0.41, 0.40, 0.42, 0.41, 0.40, 0.31, 0.38, 0.38, 0.40, 0.38, 0.44, 0.39, 0.39]}



Entry 2:
{"formula": "C6H18N2O", "method": "ωB97M-V/def2-TZVPD", "largest_force_ha_per_bohr": 0.024, "charge": 0, "orbital_gap_ev": 9.31, "energy_ha": -424.1321, "smiles": "CCNCCCCN.O", "symbols": ["O", "N", "N", "C", "C", "C", "C", "C", "C", "H", "H", "H", "H", "H", "H", "H", "H", "H", "H", "H", "H", "H", "H", "H", "H", "H", "H"], "positions_angstrom": [[-1.26909, 0.95198, -2.23492], [-1.99504, 1.97972, 2.16947], [2.15763, -0.43735, -0.50016], [-0.78835, 0.11591, 1.10845], [-2.00207, 1.04064, 1.05219], [0.53819, -1.86138, -1.86162], [1.77938, -1.79059, -0.96647], [1.77738, -0.02551, 0.86470], [0.53248, 0.87529, 1.00401], [-0.86952, -0.59914, 0.29977], [0.49896, 1.56421, 0.15142], [-1.19891, 0.59005, -3.12176], [-0.32898, -1.50100, -1.33022], [-2.17544, 1.49925, 3.03619], [1.66342, -0.90447, 1.50335], [0.67022, -1.32904, -2.80330], [2.63529, 0.50433, 1.28795], [1.89386, 0.27698, -1.17604], [-2.65375, 2.73117, 2.02453], [1.64481, -2.44040, -0.10719], [2.65226, -2.11813, -1.54023], [-0.45177, 0.74492, -1.79902], [0.63774, 1.51263, 1.88242], [-0.78744, -0.46959, 2.03497], [-2.90919, 0.41937, 1.02017], [0.32613, -2.90643, -2.10320], [-1.97822, 1.57660, 0.10454]], "nbo_charge": [-0.94, -0.85, -0.64, -0.40, -0.22, -0.63, -0.21, -0.21, -0.42, 0.20, 0.18, 0.47, 0.20, 0.35, 0.19, 0.19, 0.19, 0.34, 0.36, 0.19, 0.19, 0.47, 0.22, 0.19, 0.16, 0.22, 0.20]}



Entry 3:
{"formula": "C6H18N2O", "method": "ωB97M-V/def2-TZVPD", "largest_force_ha_per_bohr": 0.073, "charge": 0, "orbital_gap_ev": 9.94, "energy_ha": -424.0983, "smiles": "CC(C)(N)N.CCOC", "symbols": ["O", "N", "N", "C", "C", "C", "C", "C", "C", "H", "H", "H", "H", "H", "H", "H", "H", "H", "H", "H", "H", "H", "H", "H", "H", "H", "H"], "positions_angstrom": [[-0.90856, 0.49470, -1.58959], [0.60661, -0.87968, 0.17799], [-0.83945, 0.40848, 1.60631], [0.55058, 1.31677, -1.45179], [0.03846, -0.74648, 1.53648], [1.20183, -0.54934, 2.51005], [1.55876, 0.59591, -2.30075], [-1.97363, 1.24506, -2.06159], [-0.78316, -1.98784, 1.91520], [1.80762, 0.30146, 2.19955], [-0.13675, -1.03051, -0.50889], [-2.51480, 1.75669, -1.25082], [0.22918, 2.25468, -1.90721], [-1.21073, -1.86217, 2.90841], [1.98831, -0.24086, -1.75661], [0.91538, 1.62132, -0.47218], [0.81814, -0.36776, 3.51125], [-1.67959, 2.05337, -2.75860], [1.84037, -1.43202, 2.52897], [1.08238, 0.22433, -3.20227], [1.25377, -1.65760, 0.11666], [2.35819, 1.28962, -2.57451], [-2.64802, 0.57109, -2.59920], [-1.49971, 0.36971, 0.83158], [-0.29634, 1.25675, 1.47937], [-1.60076, -2.12433, 1.20587], [-0.15806, -2.88136, 1.90630]], "nbo_charge": [-0.62, -0.88, -0.84, -0.02, 0.26, -0.62, -0.65, -0.24, -0.62, 0.21, 0.39, 0.16, 0.17, 0.21, 0.23, 0.20, 0.22, 0.16, 0.20, 0.22, 0.35, 0.22, 0.19, 0.37, 0.35, 0.20, 0.20]}



Entry 4:
{"formula": "C6H18N2O2", "method": "ωB97M-V/def2-TZVPD", "largest_force_ha_per_bohr": 0.024, "charge": 0, "orbital_gap_ev": 8.89, "energy_ha": -499.3561, "symbols": ["O", "O", "N", "N", "C", "C", "C", "C", "C", "C", "H", "H", "H", "H", "H", "H", "H", "H", "H", "H", "H", "H", "H", "H", "H", "H", "H", "H"], "positions_angstrom": [[-0.00845, -1.36899, -0.66756], [0.88809, -0.03165, 0.91077], [0.30506, 0.91761, -1.74635], [-1.50499, 2.03529, -2.87367], [-1.40806, 2.01675, -0.39656], [-0.72369, -1.79624, 1.57916], [-1.15183, 1.27149, -1.69639], [0.40676, -1.47851, 0.59182], [1.64701, 0.21042, 2.06844], [1.60171, -2.42870, 0.75576], [-0.38507, -1.80243, 2.61586], [-1.12875, -2.77842, 1.33649], [2.42635, -2.08174, 0.13309], [0.88208, 1.74675, -1.62603], [1.93915, -2.51452, 1.78949], [-2.48032, 2.12353, -0.23792], [-1.51435, -1.05632, 1.46256], [-1.62976, 0.28621, -1.65911], [-0.96954, 1.46750, 0.43422], [-0.96241, 3.01348, -0.43829], [-1.95203, 1.47075, -3.58369], [1.75008, 1.29402, 2.17553], [-2.09010, 2.83523, -2.67497], [2.65093, -0.22922, 2.01184], [1.29434, -3.41143, 0.39897], [0.52625, 0.51057, -2.65156], [1.15857, -0.17060, 2.97436], [0.43298, -0.05082, -0.98626]], "nbo_charge": [-0.88, -0.65, -0.76, -0.86, -0.64, -0.66, 0.10, 0.57, -0.24, -0.67, 0.20, 0.21, 0.21, 0.40, 0.20, 0.22, 0.21, 0.22, 0.26, 0.20, 0.37, 0.18, 0.37, 0.16, 0.22, 0.40, 0.16, 0.50]}



Energy relative to the best compared isomer or geometry (same formula, charge and spin) (kJ/mol)
0.0 46.6 135.4 94.8